Here is an isolated molecule of C9H18Si in a non-equilibrium geometry from the Open Molecules 2025 dataset. Energies are from ωB97M-V/def2-TZVPD.

Structure (XYZ):
```
28
Properties=species:S:1:pos:R:3:forces:R:3
C -2.95221 0.43218 -1.89038 -0.2 2.6 -0.4
C -2.39863 -0.67771 -1.41964 -1.0 -0.5 -0.7
C -1.59761 -0.97416 -0.24630 1.6 3.0 1.3
C -1.29588 -0.06278 1.03843 -0.1 -0.7 -2.2
C -0.13968 0.50441 0.18097 -3.2 -1.7 -0.1
C -2.44284 0.85074 1.58009 -0.1 -2.1 1.2
C 2.75618 1.66873 0.28437 -2.3 -1.4 1.0
C 2.01472 -0.94250 -1.57062 -4.3 0.5 1.4
C 2.26718 -1.27111 1.41506 -2.3 2.5 1.2
Si 1.65377 -0.00796 0.09821 0.5 -0.3 -0.8
H -3.58250 0.53877 -2.79670 0.5 -0.9 0.6
H -2.77431 1.45576 -1.50586 0.1 -0.8 0.2
H -2.74704 -1.51774 -2.04851 0.7 -0.2 0.7
H -1.34335 -2.01890 -0.13592 0.6 0.2 0.0
H -0.86428 -0.83910 1.67033 -0.4 0.6 0.9
H -0.54280 1.36217 -0.39556 0.6 -0.6 0.0
H -3.36313 0.17697 1.77613 1.3 1.3 -0.7
H -2.66138 1.71150 0.96451 -0.2 -0.1 -0.5
H -2.20345 1.24613 2.58010 0.2 -0.1 -0.3
H 3.73086 1.33171 0.00801 1.0 0.3 0.3
H 2.46997 2.61529 -0.16158 -0.1 -0.3 -0.8
H 2.56867 1.90080 1.35815 0.9 -0.4 -0.4
H 2.97457 -0.85093 -1.77086 5.0 -0.4 -0.6
H 1.59595 -1.92845 -1.83879 0.3 0.3 0.8
H 1.65572 -0.30303 -2.33749 -1.0 0.8 -0.9
H 3.30109 -1.21099 1.39574 2.2 -0.2 -0.3
H 2.00878 -0.92724 2.45239 0.0 -0.3 -0.8
H 1.91163 -2.26257 1.31571 -0.3 -1.0 -0.4
```
Positions in Å, forces in eV/Å.

Relative energy (zero: lowest compared OMol25 entry of this formula, charge and spin), kJ/mol: 261.1
Maximum force, eV/Å: 5.09
Charge: 0
Lowest unoccupied orbital energy (spin up / spin down), eV: 0.267 / 0.267
Frontier orbital gap (spin up / spin down), hartree: 0.2845 / 0.2846

These are the Mulliken partial charges, in e, on atoms 1 to 2:
1. C -0.87
2. C -0.04